Record 1
The following is a DFT calculation (the ωB97M-V functional and the def2-TZVPD basis) of a structure of composition C46H37N8O4PbS2 in a non-equilibrium geometry.

## Properties
HOMO (spin up / spin down): -9.14 / -9.09 eV
E: -95321.0328 eV

The geometry in ORCA input format:
```
! RIJCOSX wB97M-V def2-TZVPD def2/J DEFGRID3
* xyz 1 1
Pb 10.11048 11.56547 14.06684
S 7.39316 12.05263 15.28769
S 13.41987 11.82277 13.49732
O 12.68320 10.63228 13.11821
O 9.87179 13.38161 12.53702
O 7.98250 9.56097 12.81968
O 13.82871 12.76507 12.47976
N 10.65165 8.85261 14.77499
N 8.65157 11.08702 17.53911
N 9.78185 10.88371 11.35188
N 6.85854 12.45507 17.84785
N 10.73903 11.32982 10.54460
N 12.45794 12.50303 14.61119
N 9.43104 10.44703 16.69993
N 10.40727 13.97936 15.56435
C 11.65653 14.41489 15.72534
C 8.23216 7.18655 10.05212
C 16.27873 10.55873 16.13465
C 10.84962 8.64291 16.07314
C 7.05900 8.84239 13.68291
C 9.39685 14.62421 16.16334
C 11.92769 15.68961 16.38531
C 14.18082 12.36283 8.29433
C 9.23930 9.69150 10.82772
C 15.85017 10.60924 13.40872
C 9.06867 6.81019 19.87479
C 10.53431 13.63648 11.46112
C 11.15600 12.56702 10.56018
C 11.83772 7.69462 16.57252
C 13.08870 11.97731 9.07537
C 9.30917 7.62525 20.98468
C 9.63253 8.61405 18.34372
C 12.75302 13.71667 15.10363
C 14.27301 15.52191 15.83988
C 13.23426 16.14105 16.52154
C 9.88983 9.44134 19.44696
C 9.30675 7.28539 18.61895
C 12.69141 7.13894 15.62523
C 18.39302 9.24770 15.93037
C 9.71726 8.96546 20.77815
C 15.13662 11.15704 15.62561
C 12.21095 12.89800 9.58070
C 9.86792 9.24662 17.05794
C 14.19832 13.68035 7.82791
C 9.52703 15.77670 16.94987
C 17.17962 9.88531 15.34760
C 7.66975 11.81351 16.96413
C 14.92132 11.19862 14.23512
C 10.80324 16.36028 16.99854
C 11.64108 15.25601 9.96622
C 13.27330 14.62600 8.25206
C 11.44444 8.22064 13.89004
C 14.02317 14.36080 15.08045
C 16.89317 9.89356 13.96331
C 12.43438 7.29399 14.24670
C 7.86344 7.75618 11.25652
C 12.34630 14.28867 9.27895
C 8.35858 8.97488 11.66565
C 9.04257 7.90548 9.14552
C 9.47914 9.17708 9.50184
C 10.69506 14.94872 10.92634
H 19.23951 9.48344 15.31070
H 9.24812 7.61004 8.13434
H 11.22941 8.47843 12.84427
H 10.17924 10.48583 19.23888
H 10.15058 15.75810 11.40971
H 14.83858 13.90751 14.55877
H 7.22765 7.21552 11.94577
H 18.50962 9.60702 16.97926
H 7.79434 6.27242 9.79054
H 8.68120 16.18066 17.51978
H 17.58794 9.36789 13.32952
H 16.38565 10.57075 17.21921
H 13.45245 6.45835 15.98675
H 9.14618 7.23638 21.98520
H 13.42587 17.02639 17.12257
H 14.96490 11.71488 7.95856
H 9.86874 9.88878 8.82464
H 9.29627 6.54985 17.81482
H 12.84336 10.97984 9.36786
H 6.97131 12.28927 18.85787
H 14.46202 11.69260 16.27844
H 15.74054 10.68002 12.32033
H 6.07844 8.75796 13.16730
H 11.84825 16.28369 9.66504
H 15.29376 15.85707 15.92515
H 8.41870 14.21255 15.96685
H 8.65190 5.80293 19.92859
H 10.96294 17.34440 17.42754
H 6.95679 9.41784 14.60268
H 12.93749 6.75396 13.44714
H 11.86471 7.54675 17.62385
H 10.05486 9.59463 21.57617
H 15.01608 14.05689 7.21757
H 13.24068 15.62648 7.81461
H 18.25774 8.16282 15.98143
H 7.47214 7.85564 13.92445
H 6.06223 12.96876 17.45231
*
```


Record 2
The following is a DFT calculation (the ωB97M-V functional and the def2-TZVPD basis) of a structure of composition C46H38FN6O4PRuS.

## Properties
HOMO (spin up / spin down): -9.67 / -10.38 eV
E: -90867.4945 eV
expectation value of S²: 8.763

The geometry in ORCA input format:
```
! RIJCOSX wB97M-V def2-TZVPD def2/J DEFGRID3
* xyz 1 6
Ru -1.21557 -0.52267 -1.38485
S -0.26239 -2.47981 -2.56552
P -2.14616 -1.55512 0.80449
F 4.23338 -4.00060 1.44039
O -0.87147 1.25848 -0.30268
O 0.09597 3.18089 0.22772
O -3.32299 -1.07969 -3.55072
O 0.77723 -0.90566 -0.25334
N 0.30142 0.32361 -2.91553
N 2.25975 -2.51361 -3.33329
N 3.23810 1.36974 2.08770
N 1.40869 -0.41146 -3.29020
N -2.16638 1.34959 -2.59455
N -3.34746 -1.31973 -2.18890
C -0.29615 -3.39561 3.96903
C -5.26677 -3.96228 1.81769
C -4.16291 -3.12646 1.81289
C 0.41694 -4.47849 1.94598
C 0.33398 2.76482 -5.53685
C -1.08508 -2.60162 1.83511
C 4.59591 -0.60049 2.59687
C -4.45481 1.40768 2.39335
C -1.79660 0.61996 2.51799
C 0.44017 -4.38255 3.33025
C 2.65262 -0.77067 1.13856
C -1.23713 3.52790 -2.86529
C 5.51307 0.22446 3.45276
C -2.37900 4.08703 -2.31170
C 4.81352 -1.94638 2.41253
C -3.65608 -2.58061 0.63387
C 3.49690 -0.00063 1.94676
C -5.88341 -4.28908 0.62080
C -4.04632 0.24127 1.75917
C 5.50288 1.66599 2.98514
C 1.21467 -1.68748 -3.08318
C 0.10793 1.96200 0.17494
C 2.46233 3.52908 -6.33452
C -5.39156 -3.76330 -0.56022
C -3.98298 -2.39015 -1.91924
C 1.27480 1.20115 0.71064
C -0.33044 -3.58305 1.19771
C 1.48867 -0.17972 0.48188
C 3.97045 -2.69091 1.59200
C 4.08727 2.21596 2.98092
C 0.94879 2.17425 -4.43406
C 2.17195 1.89410 1.48496
C 3.07706 2.95658 -5.22917
C -1.06566 -2.51206 3.22488
C -3.26619 1.89656 -2.07682
C 2.32930 2.27192 -4.28563
C 0.09442 1.47619 -3.44492
C -4.29380 -2.89728 -0.57039
C 2.90992 -2.13355 0.94417
C -2.20713 1.77673 3.15525
C 4.06425 3.67990 2.57507
C -1.16070 2.15218 -2.98355
C -3.41862 3.26205 -1.92062
C -2.71513 -0.16188 1.81995
C 1.08761 3.42954 -6.49122
C -3.53648 2.17464 3.09183
H 3.05430 4.05402 -7.07199
H 4.14842 3.03809 -5.10419
H 2.09972 -3.50253 -3.39323
H 2.81108 1.81104 -3.43660
H -3.67551 -2.89834 2.75234
H -0.40452 4.14409 -3.16899
H 5.18461 0.17796 4.49602
H -5.49201 1.70982 2.34465
H 6.10845 2.29165 3.64014
H 5.65219 -2.43479 2.89135
H -5.86664 -4.02059 -1.49737
H -2.44619 5.15791 -2.17868
H -0.31164 -3.64573 0.11563
H 0.60117 3.87110 -7.35015
H 3.06011 -2.12240 -3.80245
H 1.99703 2.95013 1.62013
H -5.63406 -4.36445 2.75147
H -2.87985 -0.21683 -3.60460
H -4.03943 1.20299 -1.76653
H -0.28515 -3.31872 5.04786
H -4.41372 -2.93392 -2.75783
H 6.51898 -0.19372 3.42225
H 4.29812 3.79871 1.51651
H 5.92198 1.74589 1.97781
H -1.65306 -1.76009 3.73631
H -4.77720 -0.35260 1.22481
H 2.26848 -2.70432 0.29183
H 3.11567 4.17091 2.77984
H -0.75189 0.33575 2.55302
H 1.03339 -5.07652 3.91039
H -4.32531 3.65731 -1.48752
H -6.73715 -4.95161 0.60365
H 0.99659 -5.24208 1.44514
H -1.48696 2.37869 3.69256
H -3.85422 3.08139 3.58816
H -0.73993 2.69654 -5.65837
H 4.82698 4.20246 3.15041
H 3.67260 2.11115 3.98997
*
```


Summary of energy above the lowest of the compared OMol25 structures with the same formula, charge and spin in kJ/mol
0.0 0.0
(order as listed above)